Here is a structure of composition C13H25AlBrCaCl4F4MgNNbO6PS at a distorted geometry from the Open Molecules 2025 dataset. Energies are from wB97M-V/def2-TZVPD.

Last column: Löwdin charge in e.
Cartesian coordinates (Å):
C: -3.6771 0.9747 -0.1370  -0.067
Mg: -6.0314 -2.6545 0.2123  0.695
H: -0.2180 -1.2631 3.3670  0.002
O: -3.4028 3.1935 -2.8047  0.034
H: -4.8876 -0.2268 -1.4286  0.050
H: 0.4797 0.3996 -1.1251  0.031
H: -0.3478 3.0749 -0.1003  0.127
Ca: 3.5866 -2.9671 0.1005  1.418
N: -2.6089 3.9970 -3.3240  -0.600
C: -1.5780 1.6846 -1.0762  -0.230
H: 0.3557 1.6085 1.3977  0.059
O: -4.1550 4.9407 -0.1868  -0.072
F: 8.0998 -6.2179 1.3294  -0.172
C: -3.9527 0.3061 -1.3250  -0.076
Cl: 4.7862 3.1179 0.6688  0.580
H: -1.1429 1.0176 -3.0646  0.111
O: -1.9886 4.7905 -2.5967  0.008
Cl: 6.5697 2.8134 -1.5728  0.570
H: -3.2953 -2.8274 3.5719  0.077
C: 4.9426 2.5225 -0.9785  -2.010
O: 3.3356 -2.3489 2.5128  -0.542
Br: 0.7816 3.3947 -3.6595  0.261
F: 5.6083 -7.4064 1.5308  -0.184
H: -3.2569 -0.2132 -3.3054  0.117
H: 1.4884 -2.8433 1.2028  -0.067
H: 0.1053 -1.3864 -0.4977  -0.036
H: -1.1704 -0.2734 2.2461  -0.001
F: 7.1255 -7.7542 -0.7591  -0.171
H: 2.0762 1.6930 1.0261  0.021
H: -4.4465 -3.6658 1.6436  0.045
H: -3.8595 -2.3213 0.6559  -0.001
P: 2.9694 -0.7057 2.7820  0.783
C: 1.1401 1.2070 0.7584  -0.309
H: -2.2307 2.1902 0.8979  0.122
Nb: 1.1690 -0.9770 0.9253  1.079
H: -5.1401 -2.0708 1.9346  -0.022
C: -3.1247 -2.2579 2.6620  -0.519
H: -3.1801 -1.2116 2.9445  0.076
C: -2.4921 1.6700 -0.0114  -0.022
O: -2.4192 3.9808 -4.5363  0.042
H: 2.6652 -1.1712 -0.2019  -0.193
C: 0.8512 1.3585 -0.7384  -0.301
H: -0.0910 3.0075 -1.8899  -0.074
H: -3.9180 5.7585 -0.6340  0.031
H: 1.7398 1.5808 -1.3181  0.034
H: -4.3715 0.9758 0.6888  0.107
Cl: 3.7597 3.2838 -2.0118  0.540
C: -4.2192 -2.5951 1.6516  -0.357
C: -0.5555 -1.1694 2.3350  -0.687
C: -3.0569 0.3137 -2.3873  -0.052
Al: 6.7468 -6.7334 0.5023  -0.192
H: 4.2152 0.2118 1.2498  -0.099
S: -1.5154 -2.6300 1.9333  0.720
F: 5.9904 -5.3411 -0.1622  -0.232
C: -1.8703 1.0016 -2.2666  -0.034
Cl: 4.6411 0.7445 -0.9745  0.514
H: -3.6944 4.2642 -0.7006  -0.015
O: 4.2007 0.2038 2.2153  -0.412
H: 2.7490 -2.4342 1.7657  -0.313
C: -0.2802 2.3855 -0.9371  -0.191

Forces on the atoms, in the same order (eV/Å):
C 0.31 0.05 0.15
Mg -0.85 -0.06 -1.04
H 0.09 0.20 0.15
O -0.18 0.13 0.22
H -0.22 0.10 -0.09
H -0.04 -0.10 -0.46
H 0.29 0.30 -0.05
Ca 1.40 -1.56 -0.42
N 0.20 0.06 -0.41
C 0.23 0.44 -0.18
H -0.15 -0.13 0.15
O 0.08 -0.14 0.14
F 0.18 0.17 0.13
C -0.35 -0.20 0.00
Cl 0.00 -0.01 0.07
H -0.03 0.12 -0.21
O 0.10 -0.13 0.19
Cl 0.01 -0.05 0.00
H 0.10 -0.09 0.12
C 0.22 0.20 0.04
O 2.76 -0.26 0.90
Br -0.18 0.01 0.08
F -0.26 0.00 0.13
H -0.24 -0.06 -0.08
H 0.75 -0.06 -0.37
H 1.16 -1.22 -0.41
H 0.09 0.22 -0.29
F 0.01 -0.12 -0.25
H -0.08 0.39 0.09
H 0.11 -0.15 0.04
H -0.12 0.26 -0.09
P 0.12 0.04 -0.86
C 1.91 -0.19 0.72
H -0.16 0.19 0.11
Nb -5.79 4.53 -0.61
H 0.14 0.24 0.23
C -0.26 -0.22 0.22
H 0.12 0.19 -0.17
C 0.00 0.05 -0.39
O -0.12 0.04 0.08
H 0.20 -0.34 -0.17
C -0.12 -0.28 0.20
H 0.20 -0.02 -0.22
H 0.03 0.00 -0.03
H 0.17 0.12 0.12
H -0.20 -0.07 0.02
Cl -0.05 -0.03 -0.08
C 0.58 -0.08 0.66
C 0.66 -1.00 0.11
C 0.56 -0.11 0.02
Al 0.11 -0.22 0.08
H 0.24 0.31 -0.07
S 0.02 -0.14 -0.18
F -0.82 0.98 -0.14
C -0.06 -0.39 0.50
Cl -0.04 0.01 -0.13
H -0.08 0.06 -0.18
O -0.05 -0.51 0.26
H -1.90 -0.66 1.12
C -0.80 -0.82 0.53

Properties
Calculated total energy ... -7747.1411 Ha
Highest occupied orbital energy ... -7.58 eV
Lowest unoccupied orbital energy ... -5.6676 eV
HOMO-LUMO gap ... 1.912 eV